C4H8Cl2OS2 | wB97M-V/def2-TZVPD

Each line ends with the natural charge from an NBO analysis.
Cartesian coordinates (Å):
C1 0.038 1.789 1.695  -0.66
C2 0.936 1.246 0.588  -0.22
C3 -0.859 -1.563 -0.393  -0.57
C4 -0.214 -0.654 -1.449  -0.23
H1 0.294 1.203 2.657  0.23
H2 0.039 2.896 1.909  0.21
H3 -1.095 1.419 1.377  0.19
H4 0.320 2.734 -0.603  0.47
H5 0.119 -3.787 -0.668  0.11
H6 -1.797 -1.963 -0.873  0.25
H7 -1.119 -0.918 0.458  0.24
H8 -0.891 0.155 -1.652  0.21
O1 0.923 1.901 -0.518  -0.79
S1 1.720 -0.227 0.958  0.05
S2 0.214 -2.888 0.320  -0.01
Cl1 0.079 -1.537 -2.963  0.00
Cl2 1.293 0.193 -0.845  0.49

## Properties
Calculated total energy ... -1948.66998 a.u.
E_LUMO ... 0.2 eV

***

C30H58Br6O21 | wB97M-V/def2-TZVPD

Each line ends with the Löwdin spin population.
Cartesian coordinates (Å):
C1 6.252 2.207 -0.410  0.00
C2 4.889 1.688 -0.439  0.00
O1 4.912 0.306 -0.164  0.00
C3 3.841 -0.339 0.157  0.00
O2 2.699 0.174 0.204  0.00
O3 4.218 -1.590 0.416  0.00
C4 3.268 -2.584 0.765  0.00
H1 6.891 1.912 -1.242  0.00
H2 6.839 1.857 0.439  0.00
H3 6.286 3.293 -0.330  0.00
H4 4.319 1.903 -1.343  0.00
H5 4.189 2.234 0.193  0.00
H6 2.250 -2.198 0.713  0.00
H7 3.480 -2.950 1.769  0.00
H8 3.210 -3.487 0.157  0.00
C5 0.372 2.411 0.245  0.00
C6 -0.201 2.150 1.630  0.00
O4 0.124 0.817 1.998  0.00
C7 -0.387 -0.350 1.499  0.00
O5 -1.228 -0.418 0.598  0.00
O6 0.109 -1.374 2.288  0.00
C8 -0.267 -2.703 2.074  0.00
H9 0.219 3.424 -0.129  0.00
H10 -0.043 1.705 -0.474  0.00
H11 1.454 2.334 0.137  0.00
H12 -1.289 2.101 1.660  0.00
H13 0.179 2.765 2.446  0.00
H14 -0.376 -3.132 3.069  0.00
H15 0.498 -3.242 1.514  0.00
H16 -1.192 -2.763 1.500  0.00
C9 0.541 5.971 2.182  0.00
C10 -0.868 6.115 1.434  0.00
O7 -1.108 7.423 0.886  0.00
C11 -0.416 7.861 -0.191  0.00
O8 0.095 7.135 -1.082  0.00
O9 -0.470 9.177 -0.246  0.00
C12 0.268 9.841 -1.306  0.00
H17 0.801 6.707 2.942  0.00
H18 1.362 5.933 1.467  0.00
H19 0.518 5.032 2.734  0.00
H20 -1.579 5.901 2.232  0.00
H21 -0.960 5.326 0.687  0.00
H22 0.290 10.908 -1.086  0.00
H23 -0.079 9.751 -2.335  0.00
H24 1.278 9.434 -1.351  0.00
C13 -0.876 -6.547 0.426  0.00
C14 -1.571 -5.895 -0.810  0.00
O10 -0.741 -5.816 -1.943  0.00
C15 0.346 -5.046 -1.892  0.00
O11 0.549 -4.187 -1.017  0.00
O12 1.151 -5.244 -2.969  0.00
C16 2.427 -4.662 -3.120  0.00
H25 0.065 -6.108 0.759  0.00
H26 -0.668 -7.589 0.184  0.00
H27 -1.551 -6.410 1.270  0.00
H28 -1.937 -4.881 -0.649  0.00
H29 -2.380 -6.558 -1.114  0.00
H30 2.446 -4.080 -4.041  0.00
H31 3.108 -5.507 -3.013  0.00
H32 2.625 -3.932 -2.335  0.00
C17 -7.339 -7.003 0.495  0.00
C18 -6.175 -6.438 1.341  0.00
O13 -6.085 -5.052 1.262  0.00
C19 -4.976 -4.396 1.190  0.00
O14 -3.908 -4.957 0.918  0.00
O15 -5.162 -3.088 1.465  0.00
C20 -4.017 -2.370 1.991  0.00
H33 -7.344 -6.574 -0.507  0.00
H34 -8.310 -6.715 0.897  0.00
H35 -7.381 -8.092 0.453  0.00
H36 -5.241 -6.892 1.011  0.00
H37 -6.172 -6.775 2.377  0.00
H38 -3.229 -2.292 1.242  0.00
H39 -3.732 -2.962 2.860  0.00
H40 -4.319 -1.376 2.322  0.00
C21 5.609 1.258 -5.443  0.00
C22 5.290 0.237 -4.308  0.00
O16 3.894 0.252 -4.226  0.00
C23 3.328 -0.711 -3.505  0.00
O17 3.878 -1.723 -3.135  0.00
O18 2.023 -0.282 -3.264  0.00
C24 1.320 -1.063 -2.353  0.00
H41 6.686 1.384 -5.551  0.00
H42 5.069 2.174 -5.202  0.00
H43 5.276 0.813 -6.381  0.00
H44 5.833 0.412 -3.380  0.00
H45 5.808 -0.681 -4.586  0.00
H46 0.707 -0.367 -1.781  0.00
H47 1.886 -1.638 -1.620  0.00
H48 0.579 -1.738 -2.781  0.00
C25 -1.497 1.155 -3.916  0.00
C26 -2.536 1.424 -2.769  0.00
O19 -2.423 2.790 -2.377  0.00
C27 -3.265 3.251 -1.380  0.00
O20 -4.077 2.629 -0.710  0.00
O21 -3.077 4.581 -1.253  0.00
C28 -3.842 5.332 -0.347  0.00
H49 -0.485 1.091 -3.517  0.00
H50 -1.513 1.858 -4.748  0.00
H51 -1.674 0.136 -4.262  0.00
H52 -2.386 0.732 -1.940  0.00
H53 -3.548 1.403 -3.175  0.00
H54 -3.610 6.387 -0.490  0.00
H55 -3.434 5.261 0.661  0.00
H56 -4.928 5.271 -0.410  0.00
C29 0.053 -2.353 5.788  -0.01
Br1 -0.255 -4.322 5.881  0.03
Br2 0.950 -1.655 7.465  0.26
Br3 -1.753 -1.532 5.668  0.07
H57 0.523 -2.118 4.833  0.00
C30 0.173 1.696 6.211  -0.02
Br4 -0.527 3.127 5.100  0.08
Br5 -0.891 1.411 7.871  0.50
Br6 2.012 2.098 6.752  0.08
H58 0.038 0.794 5.615  0.00

## Properties
Total charge ... +1
Calculated total energy ... -18201.58137 a.u.
Spin multiplicity ... 2
E_LUMO (alpha / beta) ... -4.5 / -9.8 eV